The following is a quantum chemistry calculation of a 2-piece molecular cluster, C2H5BrSi overall, from the Open Molecules 2025 dataset.

The geometry in XYZ format:
```
9
Properties=species:S:1:pos:R:3
C 1.462 1.025 0.017
C 1.005 -0.108 0.508
Si -2.200 -1.560 -0.017
Br -3.133 0.506 -0.069
H 1.160 1.983 0.408
H 2.161 1.045 -0.803
H 1.333 -1.059 0.119
H 0.307 -0.142 1.329
H -2.093 -1.689 -1.492
```

Orbital gap ... 7.93 eV
HOMO ... -8.981 eV
2S+1 ... 1
E ... -2942.650343 hartree
Lowest unoccupied orbital energy ... -1.05 eV